The following is a quantum chemistry calculation of a cluster of 7 separate species, C20H61FO24P6Si in total at a distorted geometry, from the Open Molecules 2025 dataset.

Properties
structure (SMILES)	COP(=O)(OC)OC.COP(=O)(OC)OC.COP(=O)(OC)OC.COP(=O)(OC)OC.COP(=O)(OC)OC.COP(=O)(OC)OC.C[SiH](C)F
max |F|	7.64	eV/A
frontier orbital gap	8.11	eV
lowest unoccupied orbital energy	-1.51	eV
charge	0

Positions of all 113 atoms, in Å:
H -2.53167 -1.99142 1.55997
H -7.54040 -2.13603 0.22410
C 6.77958 -3.64117 2.45355
C -6.61633 -2.52922 0.63489
H -2.11305 -0.51546 -0.60538
H -8.14782 -6.25287 3.39054
H 8.56367 5.85856 1.87874
H -3.16660 -1.20897 -1.83241
O -4.15699 -0.26382 -0.28431
O -1.97410 3.46285 3.04157
O -6.87570 -3.60282 1.56822
O -2.90660 2.99352 5.45708
C 6.88678 -3.16676 -2.67892
H 9.57948 4.37102 -2.09635
O -5.49872 0.60249 -2.02888
C 0.44226 2.53658 3.90836
O 0.78702 0.93693 -4.89618
O -6.21129 2.28975 -0.54555
H -8.13754 1.72954 -0.04499
O -1.30369 3.21641 -5.22378
C -6.03199 -0.64095 -2.48085
H -6.06781 -7.86907 1.12762
C -3.02587 -0.35021 -1.17601
P -1.86862 3.67353 4.65640
C -1.14512 0.27713 -7.13620
O -0.67348 2.57690 4.79341
H -1.60908 -3.31472 2.39326
C -1.59680 -2.54417 1.62087
O -0.67728 1.53459 -6.65324
H -6.72874 -6.98551 -0.26552
H -3.51105 2.41128 2.12755
P 9.03775 3.03065 0.28242
C -2.54819 2.23481 2.60814
H 5.05006 -0.83848 -0.63075
H 6.23516 -2.77160 2.81396
C 8.52026 4.13151 -2.14869
H 9.55449 0.93827 2.23852
H -2.92504 0.55136 -1.77369
H 0.29370 1.67264 3.26065
H 7.63350 -3.82648 3.10285
H 1.99474 0.28050 -6.42843
H -5.34236 -1.07370 -3.20585
P 6.27388 -3.13688 -0.06606
H 6.24738 0.14139 0.25647
C 6.10174 -0.56082 -0.56333
H -8.63954 -7.69806 2.48398
P -0.60189 1.77574 -5.04739
O 7.30774 -3.38034 1.15050
O 9.36432 4.61034 0.46393
O 10.26182 2.67636 1.31896
H -0.42175 -0.11668 -7.85189
C 1.36412 -2.60312 1.85228
H -9.86620 -6.58676 3.11185
P -7.67495 -4.88933 1.05479
H 6.13796 -4.51886 2.45830
C 8.31503 5.47800 0.88890
H 6.39522 -0.06422 -1.49002
H 8.31889 3.61249 -3.08456
H 7.35124 4.97126 0.91991
H 6.87907 -4.02219 -3.35239
H -2.09006 0.43484 -7.65461
H -2.68025 1.54066 3.43781
H -3.33595 5.46140 6.36887
H 9.31455 2.45856 3.14236
H -7.16038 2.34517 1.31524
H -5.96198 -2.89051 -0.15695
H -1.28279 -0.44626 -6.33317
C -7.38064 2.44905 0.25607
H 1.79120 2.04348 -6.38259
H 7.89224 -3.02905 -2.28959
H -6.11589 -1.74621 1.17901
H 1.67985 -2.55857 0.80905
H -6.18285 -1.34522 -1.66816
H -0.20302 -0.86744 3.35534
Si -0.11578 -1.46691 2.00620
H -1.35834 -3.04703 0.68043
H -7.74470 3.45911 0.06935
C 9.98275 1.90642 2.48616
C -6.06860 -6.91419 0.59847
H 1.35557 2.40096 4.48548
O 5.92083 -3.39016 -1.64010
H -5.05176 -6.70486 0.26695
F 0.02709 -0.25917 0.93767
H 2.80766 1.23326 -5.17720
O -6.47219 -5.88872 1.49953
O 8.08850 3.30257 -1.05613
H 0.54370 3.43093 3.29821
H -2.37837 3.37403 -3.43491
C -8.86851 -6.65131 2.68059
C -2.51533 3.48153 -4.50815
H 6.59175 -2.27885 -3.23675
H -3.57951 6.70381 5.13214
H -6.98038 -0.44646 -2.97974
H -2.78401 4.51337 -4.72569
O -6.29237 0.12139 0.43200
H 8.25486 6.32200 0.20029
O 7.89446 2.52523 1.09908
O 4.92873 -3.07108 0.53317
H 2.15563 -2.34132 2.54951
H 10.93812 1.75077 2.98674
H 7.94145 5.05472 -2.12981
C -3.47396 5.63399 5.30474
O -2.33482 5.21159 4.55015
H -4.36503 5.12194 4.95069
P -5.36045 0.89876 -0.44919
C 1.90293 1.14814 -5.77656
O -8.85997 -5.94186 1.43179
H 1.03607 -3.62520 2.04804
O 6.95187 -1.69169 -0.35924
O -7.83792 -4.75945 -0.40542
O -1.53698 0.94642 -4.26502
H -1.86168 1.78975 1.88426
H -3.30588 2.82192 -4.85731

Mulliken atomic charge list, values in e, 4 entries: 0.099, 0.404, -0.569, -0.795

The following is a quantum chemistry calculation of a cluster of 10 separate species, C20H62N2O12 in total at a distorted geometry, from the Open Molecules 2025 dataset.

Properties
structure (SMILES)	COCCNCCOC.COCCNCCOC.CO.CO.CO.CO.CO.CO.CO.CO
energy relative to the best compared isomer or geometry (same formula, charge and spin)	0.000	eV
max |F|	2.74	eV/A
frontier orbital gap	8.74	eV
lowest unoccupied orbital energy	0.19	eV
charge	0

Positions of all 96 atoms, in Å:
H -9.43618 -1.75381 3.91698
C -0.92005 -2.61901 5.72742
H -3.37213 -3.44843 0.06211
H 0.41294 -3.90047 -0.86721
H -8.64450 -3.03498 3.05753
H 3.02444 10.42725 -1.99328
O 9.15333 4.16567 -4.11623
H -6.89152 -2.32202 7.16984
H -4.83514 -1.33943 7.66350
H -2.47330 -3.19165 -1.37672
H 8.97873 4.58908 -3.27252
H 7.16782 3.80174 -4.24878
H -8.46326 -3.58965 5.88598
H -4.34796 0.93576 -5.23220
C -3.62504 7.64181 -1.38553
H -1.93215 -5.35372 0.32603
H -4.11070 -2.89423 8.03945
O -1.94564 -2.09155 0.32227
H -5.69343 1.55177 -6.89266
H -3.87714 -1.18905 0.32977
H 8.80748 6.91192 0.94050
C -8.45279 -2.13483 3.64155
H 3.82720 -7.42939 -2.66088
O -2.16293 -2.92510 6.36589
H 1.41079 3.10406 0.17738
H -3.12386 -1.26030 5.68776
H -7.30112 -4.36266 4.94793
H -2.37404 -1.09389 7.21782
H 0.48225 -6.23447 0.29216
H -4.43716 7.90591 -0.70816
C 1.37171 -6.29622 -1.67663
O 8.52219 6.08447 0.54611
H -3.32452 8.80133 -2.88327
O 2.02190 -0.55593 -7.02387
H 5.62081 -0.82185 0.23944
H 6.77235 4.90909 0.60634
H 0.40527 2.43348 -1.01905
H -0.29770 -1.93357 6.30270
C -4.32572 -2.19902 7.22795
C 7.56846 -0.61282 0.71457
H 4.33164 9.34673 -1.82690
H 7.69249 0.18296 -0.01991
H -2.60738 -0.11312 0.73630
H 7.41620 -0.19372 1.70919
H 7.60804 5.22264 -4.98011
O -7.44353 -2.20961 4.62966
H -1.10828 -2.09770 4.78886
H -0.35918 -3.52237 5.48769
H 2.89794 -2.39985 -6.34641
H 1.56083 8.73080 -1.87893
C 1.36318 2.27170 -0.52477
C -1.35794 -4.44621 0.13945
H 8.50974 -1.16243 0.71452
H 3.27988 -8.89177 -2.49590
C 2.23706 -1.59109 -6.03458
C 7.26022 5.70837 1.16423
H 0.45666 0.83945 0.35299
C -2.35305 -3.31318 -0.30021
C 3.32274 9.40713 -2.23504
H 2.16088 2.32010 -1.26601
O 6.40336 -1.37426 0.30318
H -2.89592 7.09365 -0.78888
O 1.35497 1.02151 0.06751
H -5.10016 -2.13954 5.27241
O 1.84523 -7.63453 -1.66096
H -4.00484 6.91286 -2.10142
H 1.25102 -2.04327 -5.92801
N -0.31158 -4.60340 -0.83474
H 6.47666 6.43976 1.36227
H -3.31524 1.20905 -6.57056
H -3.57765 2.43304 -5.27662
H 2.40659 -7.71389 -3.64216
H 1.15324 -5.96894 -2.69312
H -0.85101 -4.23522 1.08105
H 2.67250 -0.57605 -7.72950
C 0.20214 -5.98700 -0.73175
H 7.57264 5.29588 2.12358
O -5.08735 2.26926 -6.69397
H 8.14001 3.70435 -5.80738
H -2.88276 -0.61575 -0.92682
C -7.46687 -3.42383 5.47635
H 3.29684 9.41900 -3.32467
C -4.05060 1.70921 -5.94033
O 2.44935 8.44845 -1.64996
H 2.19737 -5.69458 -1.29660
H 2.57011 -1.09397 -5.12351
O -2.97664 8.70194 -1.99405
C -2.83369 -0.97063 0.10262
C 2.84677 -7.90568 -2.66361
C 7.97999 4.20598 -4.85299
C -2.98426 -1.78302 6.63401
H -0.60510 -6.68401 -0.95681
N -5.11248 -2.72992 6.09180
H -6.35857 -3.96842 7.23760
H -8.01240 -1.37095 3.00073
C -6.43911 -3.11115 6.56925

Mulliken atomic charge list, values in e, 4 entries: 0.280, -0.674, 0.387, 0.250